2 unconnected molecules or ions with the total composition C5H12NO in a non-equilibrium geometry, computed with the ωB97M-V functional and the def2-TZVPD basis.

Summary:
Calculated total energy: -327.38863 Ha
HOMO-LUMO gap: 8.877 eV
M: 102.16 g mol⁻¹
HOMO energy: -14.2 eV
Relative energy (zero: lowest compared OMol25 entry of this formula, charge and spin): 1.931 eV
LUMO level: -5.3 eV
Charge: +1

Structure (XYZ):
```
19
Properties=species:S:1:pos:R:3:nbo_charge:R:1
C 0.586 1.524 -1.398 -0.62
C -0.325 1.049 -0.249 -0.49
C 0.460 0.552 0.937 0.13
C 1.354 1.336 1.559 -0.31
C 0.018 -1.865 0.809 0.11
N 0.333 -0.777 1.409 -0.40
H 0.029 1.406 -2.337 0.23
H 1.585 1.079 -1.290 0.22
H 0.713 2.609 -1.485 0.23
H -1.023 0.331 -0.673 0.25
H -1.008 1.849 0.054 0.25
H 1.649 2.359 1.412 0.26
H 1.657 0.964 2.582 0.20
H 0.272 -2.834 1.204 0.23
H -0.679 -1.859 -0.020 0.26
H 0.663 -0.841 2.372 0.44
H -1.221 -1.269 -2.700 0.48
H -2.600 -1.795 -2.566 0.49
O -1.861 -1.512 -2.015 -0.96
```